1 | The following is a DFT calculation (ωB97M-V with the def2-TZVPD basis set) of the molecule C4H9N3O.

Structure (XYZ):
```
17
C4H9N3O ωB97M-V with the def2-TZVPD basis set
H 2.77406 0.99750 0.70965
H 1.51820 0.52123 1.90362
N 1.33784 -0.33127 -2.33719
C 1.06811 0.01908 0.09048
C 0.94771 0.22902 -1.23283
H -3.10600 0.43284 -0.68532
O -1.25407 -0.35359 -0.38330
C -2.20196 0.65201 -0.11014
N -0.35767 -0.27696 2.05450
H 1.68245 -1.28724 -2.36983
H -1.81826 1.63322 -0.42236
H -0.19439 -1.78122 0.61372
H 1.06301 0.06696 -3.22554
N 1.94855 0.48075 0.96664
H -0.71627 -1.00291 2.66499
H -2.46293 0.69581 0.95252
C -0.22839 -0.69523 0.81039
```

Summary:
M, u: 115.1


2 | The following is a DFT calculation (ωB97M-V with the def2-TZVPD basis set) of the molecule C4H9N3O.

Structure (XYZ):
```
17
C4H9N3O ωB97M-V with the def2-TZVPD basis set
O -0.02414 2.68811 0.18900
C 2.76123 -1.17444 0.00711
N 0.03004 1.29918 -0.30355
C 1.32027 0.77058 -0.05558
H -0.12408 3.16439 -0.66211
H 3.59087 -0.47955 -0.27892
C -2.79795 -1.05832 0.10785
H -3.12095 -2.00060 -0.34176
H 2.94253 -1.81800 0.94208
H 2.70178 -1.99156 -0.78577
N 1.47762 -0.46594 0.12224
H -2.78073 -1.04380 1.22336
N -1.45342 -0.64274 -0.43243
C -1.21283 0.54622 -0.03926
H -3.54891 -0.24140 -0.11901
H -1.97852 1.04185 0.59533
H 2.21717 1.40601 -0.16858
```

Summary:
SMILES string: C/N=C/N(O)/C=N/C
M, u: 115.1


Which structure above is the least stable one? 1 is the least stable one.